Here is a 2-piece molecular cluster, C5H13N3S overall from the OMol25 dataset. Energies are from ωB97M-V/def2-TZVPD.

```
22
Properties=species:S:1:pos:R:3:lowdin_charge:R:1
C -0.77 0.29 -2.21 -0.27
C 1.38 -0.68 1.69 -0.19
C -0.08 -0.88 1.28 -0.15
C 1.67 0.79 2.12 -0.40
C -0.63 0.46 0.89 -0.53
N -1.01 -0.73 -2.89 0.23
N 0.42 0.62 -2.02 0.25
N -1.85 0.66 0.43 0.19
S 0.31 1.79 1.57 1.12
H 1.65 -1.45 2.42 0.13
H 2.02 -0.99 0.84 0.12
H -0.27 -1.71 0.48 0.18
H -0.59 -1.32 2.02 0.09
H 1.84 0.86 3.21 0.11
H 2.65 1.06 1.71 0.10
H -1.85 -0.96 -3.31 0.13
H -0.37 -1.49 -3.21 0.20
H 0.49 1.33 -1.32 0.11
H 1.17 0.22 -2.54 0.17
H -1.67 0.76 -2.13 0.15
H -2.17 1.57 0.56 0.12
H -2.33 -0.20 0.39 0.14
```

Properties
Lowest unoccupied orbital energy in eV: -8.26
Spin multiplicity: 1
Charge: +2
Kohn-Sham gap in hartree: 0.353
Calculated total energy in eV: -20683.86114

***

Here is an isolated ion of composition C4H9N2 and charge +1 from the OMol25 dataset. Energies are from ωB97M-V/def2-TZVPD.

```
15
Properties=species:S:1:pos:R:3:lowdin_charge:R:1
C -0.90 -1.45 0.74 -0.01
C 0.39 -0.61 1.34 -0.13
C 0.66 0.78 0.81 -0.10
N -0.49 1.60 0.39 0.32
N 0.07 1.06 -0.54 -0.05
C 0.08 0.97 -1.99 0.04
H -0.65 -2.40 1.14 0.07
H -0.88 -1.47 -0.30 0.04
H -1.83 -1.02 1.09 0.08
H 1.22 -1.17 0.98 0.11
H 0.46 -0.56 2.34 0.08
H 1.58 1.29 1.11 0.16
H 0.69 0.07 -2.45 0.16
H 0.57 1.89 -2.17 0.10
H -0.98 1.02 -2.49 0.15
```

Properties
Lowest unoccupied orbital energy in eV: -5.69
Spin multiplicity: 1
Charge: +1
SMILES string: CC[C@@H]1N=[N+]1C
Kohn-Sham gap in hartree: 0.393
Calculated total energy in eV: -7263.18607

***

Here is C52H46IrN3P3SSbSe2 as an isolated structure from the OMol25 dataset. Energies are from ωB97M-V/def2-TZVPD.

```
109
Properties=species:S:1:pos:R:3:lowdin_charge:R:1
Ir -0.23 0.38 0.21 0.49
Se -0.69 -0.85 6.89 0.67
P -0.03 -2.46 5.53 0.72
C -1.12 -3.88 5.63 -0.38
C -0.65 -5.19 5.71 -0.09
C -1.56 -6.24 5.78 -0.04
C -2.92 -5.97 5.76 -0.04
C -3.39 -4.67 5.67 -0.04
C -2.49 -3.62 5.62 -0.10
C 1.68 -2.89 5.78 -0.38
C 2.66 -2.33 4.96 -0.10
C 3.99 -2.62 5.19 -0.06
C 4.35 -3.46 6.23 -0.03
C 3.38 -4.01 7.06 -0.04
C 2.04 -3.72 6.84 -0.08
C -0.28 -1.58 3.97 -0.40
C -0.07 -1.67 2.61 -0.39
N -0.68 -0.58 2.06 -0.20
N -1.21 0.15 3.04 -0.01
N -0.98 -0.43 4.17 -0.05
P 0.62 -2.81 1.42 0.78
Se 1.12 -1.60 -0.35 0.55
C -0.65 -4.01 1.01 -0.34
C -0.91 -4.34 -0.32 -0.10
C -1.86 -5.32 -0.61 -0.06
C -2.54 -5.95 0.42 -0.03
C -2.30 -5.60 1.74 -0.04
C -1.36 -4.63 2.04 -0.07
C 2.07 -3.64 2.06 -0.35
C 1.93 -4.54 3.12 -0.09
C 3.03 -5.23 3.59 -0.05
C 4.28 -5.03 3.01 -0.04
C 4.42 -4.14 1.95 -0.04
C 3.32 -3.45 1.47 -0.09
H 0.41 -5.40 5.73 0.10
H -1.20 -7.25 5.85 0.12
H -3.62 -6.79 5.84 0.12
H -4.45 -4.47 5.66 0.12
H -2.85 -2.60 5.57 0.10
H 2.37 -1.67 4.15 0.10
H 4.75 -2.20 4.55 0.12
H 5.39 -3.68 6.41 0.13
H 3.66 -4.64 7.89 0.13
H 1.29 -4.13 7.51 0.12
H -0.37 -3.86 -1.12 0.07
H -2.05 -5.59 -1.64 0.12
H -3.27 -6.71 0.19 0.12
H -2.84 -6.09 2.54 0.11
H -1.19 -4.36 3.08 0.08
H 0.95 -4.73 3.55 0.08
H 2.92 -5.93 4.41 0.12
H 5.13 -5.59 3.37 0.13
H 5.39 -4.00 1.49 0.12
H 3.44 -2.76 0.65 0.06
S 0.11 0.99 -2.02 0.09
Sb -2.12 1.63 -2.42 1.43
C -2.67 2.03 -0.42 -0.40
C -2.39 3.28 0.15 -0.14
C -2.84 3.56 1.43 -0.06
C -3.56 2.60 2.14 -0.04
C -3.81 1.36 1.59 -0.07
C -3.37 1.06 0.31 -0.14
C -1.99 3.28 -3.69 -0.38
C -2.52 4.51 -3.33 -0.11
C -2.33 5.59 -4.18 -0.05
C -1.63 5.43 -5.36 -0.03
C -1.11 4.19 -5.72 -0.04
C -1.28 3.10 -4.88 -0.12
C -3.11 -0.07 -3.12 -0.37
C -2.87 -1.29 -2.49 -0.14
C -3.53 -2.42 -2.94 -0.05
C -4.41 -2.32 -4.01 -0.04
C -4.64 -1.11 -4.64 -0.04
C -3.99 0.03 -4.20 -0.10
H -1.86 4.04 -0.42 0.10
H -2.67 4.54 1.86 0.13
H -3.93 2.84 3.13 0.12
H -4.37 0.62 2.15 0.12
H -3.65 0.12 -0.15 0.10
H -3.09 4.63 -2.42 0.10
H -2.74 6.56 -3.92 0.12
H -1.49 6.27 -6.02 0.12
H -0.57 4.07 -6.65 0.12
H -0.87 2.13 -5.15 0.11
H -2.15 -1.37 -1.68 0.07
H -3.36 -3.37 -2.46 0.10
H -4.93 -3.21 -4.37 0.12
H -5.32 -1.05 -5.48 0.12
H -4.17 0.98 -4.69 0.11
C 1.08 3.45 0.33 -0.21
P 1.41 1.77 0.92 0.75
C 3.03 1.37 0.25 -0.23
C 1.57 1.93 2.69 -0.37
C 2.72 1.53 3.37 -0.08
C 2.83 1.76 4.73 -0.06
C 1.80 2.37 5.42 -0.05
C 0.64 2.76 4.76 -0.05
C 0.52 2.53 3.40 -0.11
H 0.24 3.88 0.87 0.04
H 0.87 3.44 -0.73 0.03
H 1.98 4.05 0.53 0.08
H 3.74 2.12 0.60 0.08
H 2.98 1.41 -0.84 0.06
H 3.36 0.37 0.55 0.03
H 3.55 1.08 2.83 0.10
H 3.74 1.48 5.26 0.12
H 1.89 2.56 6.48 0.12
H -0.16 3.23 5.30 0.12
H -0.39 2.82 2.88 0.09
```

Properties
Lowest unoccupied orbital energy (spin up / spin down) in eV: -8.85 / -8.97
⟨S²⟩: 0.75
Spin multiplicity: 2
Charge: +3
Kohn-Sham gap (spin up / spin down) in hartree: 0.249 / 0.244
Calculated total energy in eV: -237889.43066

***

Here is C2H8NPS as an isolated structure from the OMol25 dataset. Energies are from ωB97M-V/def2-TZVPD.

```
13
Properties=species:S:1:pos:R:3:lowdin_charge:R:1
C -1.75 0.05 0.88 -0.41
C 0.03 -0.85 -1.14 -0.66
N 1.66 1.13 0.26 -0.35
P 1.73 -0.58 0.37 0.75
S -1.20 0.40 -0.84 0.69
H -2.85 -0.29 1.05 0.06
H -1.83 0.99 1.42 0.01
H -1.11 -0.59 1.43 0.00
H 0.51 -0.58 -2.13 0.01
H -0.36 -1.96 -1.26 0.05
H 1.08 1.48 -0.55 0.00
H 1.32 1.62 1.06 0.00
H 2.77 -0.83 -0.55 -0.14
```

Properties
Lowest unoccupied orbital energy in eV: 0.77
Spin multiplicity: 1
Kohn-Sham gap in hartree: 0.337
Calculated total energy in eV: -23816.35662

***

Here is a 6-piece molecular cluster, C34H57FN8O4P overall from the OMol25 dataset. Energies are from ωB97M-V/def2-TZVPD.

```
105
Properties=species:S:1:pos:R:3:lowdin_charge:R:1
C 8.72 -1.35 1.24 0.01
C 7.61 -0.35 0.92 -0.51
O 7.46 0.62 1.63 0.08
N 6.83 -0.56 -0.23 0.06
C 5.44 -0.06 -0.02 -0.19
C 5.24 1.37 -0.56 -0.16
C 4.91 2.44 0.50 -0.15
C 3.39 2.78 0.64 -0.09
C 2.59 1.49 0.59 -0.12
C 1.86 1.13 -0.49 0.03
N 1.18 -0.02 -0.55 0.00
C 0.43 -0.28 -1.81 -0.06
C -0.68 -1.30 -1.65 -0.18
F -1.52 -0.95 -0.62 -0.02
C 1.22 -0.85 0.47 -0.03
C 1.92 -0.56 1.60 -0.23
P 2.00 -1.76 3.06 0.90
N 0.53 -2.67 2.99 -0.17
O 3.20 -2.80 2.59 -0.26
C 2.62 0.61 1.69 -0.06
C 3.42 0.96 2.91 -0.52
O 4.43 0.38 3.23 0.13
O 2.93 1.99 3.61 0.13
H 9.14 -1.06 2.20 0.08
H 8.36 -2.37 1.33 0.08
H 9.51 -1.22 0.49 0.09
H 6.72 -1.56 -0.36 0.12
H 4.77 -0.74 -0.56 0.11
H 5.21 -0.16 1.05 0.09
H 6.18 1.67 -1.02 0.12
H 4.50 1.39 -1.36 0.10
H 5.36 2.19 1.46 0.10
H 5.39 3.37 0.18 0.12
H 3.09 3.44 -0.17 0.12
H 3.19 3.23 1.60 0.12
H 1.84 1.78 -1.35 0.16
H 1.11 -0.52 -2.62 0.12
H -0.05 0.67 -2.05 0.14
H -0.27 -2.30 -1.46 0.13
H -1.24 -1.29 -2.59 0.12
H 0.69 -1.79 0.41 0.12
H 0.50 -3.23 2.14 0.03
H -0.26 -2.03 2.91 0.04
H 3.50 -2.54 1.72 0.05
H 3.57 2.22 4.31 0.10
C -2.34 -0.40 -5.77 -0.13
C -1.29 0.42 -6.52 -0.25
C -0.14 -0.44 -7.05 -0.18
C 0.56 -1.12 -5.96 -0.22
N 1.11 -1.65 -5.09 0.14
H -1.92 -0.88 -4.88 0.05
H -3.15 0.24 -5.43 0.07
H -2.76 -1.16 -6.41 0.03
H -0.89 1.19 -5.85 0.11
H -1.77 0.93 -7.35 0.11
H 0.57 0.18 -7.59 0.12
H -0.52 -1.20 -7.74 0.13
C 1.43 2.00 7.99 -0.13
C 1.47 3.51 8.20 -0.25
C 1.82 4.28 6.92 -0.18
C 3.15 3.88 6.43 -0.21
N 4.19 3.56 6.06 0.16
H 2.40 1.61 7.69 0.06
H 1.14 1.51 8.91 0.02
H 0.70 1.74 7.21 0.08
H 2.20 3.74 8.98 0.11
H 0.50 3.85 8.56 0.11
H 1.83 5.36 7.12 0.12
H 1.09 4.09 6.14 0.12
C 4.45 -0.87 12.43 -0.11
C 4.54 -0.97 10.91 -0.26
C 4.32 0.37 10.21 -0.18
C 2.98 0.90 10.51 -0.22
N 1.93 1.31 10.75 0.16
H 3.45 -0.55 12.75 0.07
H 4.64 -1.84 12.89 0.07
H 5.18 -0.16 12.82 0.08
H 3.81 -1.70 10.56 0.11
H 5.53 -1.35 10.64 0.11
H 4.41 0.25 9.13 0.11
H 5.06 1.10 10.53 0.12
C -7.34 -2.46 -5.47 -0.11
C -7.32 -0.94 -5.36 -0.26
C -6.97 -0.26 -6.69 -0.18
C -5.64 -0.67 -7.16 -0.19
N -4.60 -1.00 -7.52 0.16
H -6.36 -2.86 -5.74 0.07
H -7.61 -2.90 -4.51 0.08
H -8.06 -2.79 -6.21 0.02
H -6.59 -0.64 -4.60 0.11
H -8.30 -0.59 -5.03 0.11
H -6.98 0.83 -6.58 0.12
H -7.71 -0.52 -7.46 0.11
C -10.81 -1.15 -10.11 -0.11
C -11.81 -1.05 -8.96 -0.26
C -11.14 -1.13 -7.58 -0.18
C -10.43 -2.41 -7.42 -0.22
N -9.88 -3.41 -7.30 0.16
H -10.29 -2.11 -10.11 0.07
H -11.33 -1.07 -11.07 0.07
H -10.07 -0.36 -10.05 0.07
H -12.54 -1.86 -9.05 0.11
H -12.35 -0.11 -9.04 0.11
H -11.88 -1.04 -6.79 0.12
H -10.42 -0.31 -7.46 0.11
```

Properties
Lowest unoccupied orbital energy in eV: -4.03
Spin multiplicity: 1
Charge: +1
Kohn-Sham gap in hartree: 0.280
Calculated total energy in eV: -68293.78020

***

Here is a 3-piece molecular cluster, C4H8BrI overall from the OMol25 dataset. Energies are from ωB97M-V/def2-TZVPD.

```
14
Properties=species:S:1:pos:R:3:lowdin_charge:R:1
C -0.51 -1.04 -0.70 -0.14
C 0.77 1.35 0.46 -0.09
C -0.51 -0.70 0.74 -0.33
C 0.18 0.33 1.37 -0.24
Br -2.61 0.93 1.56 0.13
I 2.04 -0.84 -4.44 0.02
H -0.62 -0.21 -1.45 0.08
H -1.23 -1.86 -0.87 0.08
H 0.49 -1.57 -0.98 0.11
H 0.62 0.91 -0.56 0.07
H 0.31 2.27 0.39 0.05
H 1.73 1.59 0.70 0.05
H -0.83 -1.58 1.35 0.11
H 0.18 0.43 2.45 0.09
```

Properties
Lowest unoccupied orbital energy (spin up / spin down) in eV: -2.02 / -3.57
Spin multiplicity: 1
Kohn-Sham gap (spin up / spin down) in hartree: 0.281 / 0.192
Calculated total energy in eV: -82418.03047

***

Please write out number 1 again, unchanged.
Here is a 2-piece molecular cluster, C5H13N3S overall from the OMol25 dataset. Energies are from ωB97M-V/def2-TZVPD.

```
22
Properties=species:S:1:pos:R:3:lowdin_charge:R:1
C -0.77 0.29 -2.21 -0.27
C 1.38 -0.68 1.69 -0.19
C -0.08 -0.88 1.28 -0.15
C 1.67 0.79 2.12 -0.40
C -0.63 0.46 0.89 -0.53
N -1.01 -0.73 -2.89 0.23
N 0.42 0.62 -2.02 0.25
N -1.85 0.66 0.43 0.19
S 0.31 1.79 1.57 1.12
H 1.65 -1.45 2.42 0.13
H 2.02 -0.99 0.84 0.12
H -0.27 -1.71 0.48 0.18
H -0.59 -1.32 2.02 0.09
H 1.84 0.86 3.21 0.11
H 2.65 1.06 1.71 0.10
H -1.85 -0.96 -3.31 0.13
H -0.37 -1.49 -3.21 0.20
H 0.49 1.33 -1.32 0.11
H 1.17 0.22 -2.54 0.17
H -1.67 0.76 -2.13 0.15
H -2.17 1.57 0.56 0.12
H -2.33 -0.20 0.39 0.14
```

Properties
Lowest unoccupied orbital energy in eV: -8.26
Spin multiplicity: 1
Charge: +2
Kohn-Sham gap in hartree: 0.353
Calculated total energy in eV: -20683.86114

***

calculated total energy of number 3 (C52H46IrN3P3SSbSe2)? -237889.43066 eV